Entry from the Open Molecules 2025 dataset: C21H33N4O7Tb as an isolated structure at a distorted geometry (ωB97M-V/def2-TZVPD).

Geometry as XYZ:
```
66
Properties=species:S:1:pos:R:3:forces:R:3
Tb -0.2945 -0.1929 0.1213 -2.65 1.06 -3.29
C -0.5519 0.4402 -3.1727 0.21 -0.48 -0.12
C 0.5108 -0.6540 -3.0450 -0.01 0.73 -0.16
O 0.2938 -1.4615 -1.8912 -0.39 0.01 -0.32
C -0.3066 -2.7307 -2.1189 -0.53 -0.30 0.27
C -1.8292 -2.5836 -2.2125 0.49 0.06 -0.31
O -2.2443 -1.7414 -1.1350 0.22 -0.12 0.21
C -3.2864 -2.2533 -0.3018 -0.22 0.20 0.52
C -2.8105 -2.2056 1.1541 0.07 -0.39 -0.58
O -2.2920 -0.9247 1.4861 -0.33 0.16 -0.05
C -3.2278 0.0628 1.8999 -0.04 0.68 -0.15
C -3.6338 0.9751 0.7288 -0.09 -0.37 0.39
O -2.4630 1.2150 -0.0542 -0.01 0.00 0.04
C -2.7600 1.8703 -1.2853 0.37 0.15 -0.53
C -1.4254 2.2854 -1.9048 -0.43 0.32 0.46
O -0.5253 1.1828 -1.9516 -0.07 -0.09 -0.45
H -1.5494 0.0116 -3.3305 0.10 0.09 -0.01
H -0.3021 1.0909 -4.0192 -0.04 -0.04 0.12
H 1.4931 -0.1911 -2.8931 -0.15 -0.10 -0.17
H 0.5313 -1.2614 -3.9527 0.06 0.00 0.08
H -0.0360 -3.3349 -1.2420 -0.07 0.06 -0.22
H 0.0949 -3.2044 -3.0209 0.04 0.09 0.13
H -2.3071 -3.5650 -2.1677 0.05 0.07 0.04
H -2.1175 -2.1108 -3.1596 0.01 -0.10 0.14
H -3.5376 -3.2807 -0.5747 0.01 0.06 0.06
H -4.1827 -1.6364 -0.4396 0.12 -0.12 -0.03
H -1.9625 -2.8919 1.2805 -0.25 0.04 0.07
H -3.6224 -2.4898 1.8316 0.16 0.02 -0.01
H -2.7054 0.6465 2.6671 -0.19 -0.08 -0.09
H -4.1197 -0.3829 2.3505 0.14 -0.01 -0.02
H -4.0256 1.9238 1.1168 0.03 -0.13 -0.06
H -4.4111 0.5096 0.1066 0.20 0.09 0.03
H -3.3750 2.7598 -1.1075 0.06 -0.09 -0.03
H -3.3045 1.1843 -1.9484 -0.01 0.03 0.16
H -0.9559 3.0314 -1.2554 0.00 -0.05 -0.14
H -1.5754 2.7163 -2.8999 0.04 -0.06 0.12
C 4.4020 -3.0060 0.2475 -0.11 0.05 -0.15
C 3.2187 -2.0914 0.1584 0.41 -0.07 -0.82
N 2.8142 -1.4731 -0.8899 0.36 0.38 0.31
O 3.4442 -1.6407 -2.0861 0.38 -0.36 -0.05
C 2.3987 -1.7872 1.3372 -0.99 0.27 0.01
C 2.9459 -1.8545 2.7227 -0.37 0.17 -0.07
N 1.2084 -1.4122 1.0107 2.38 -1.34 0.81
O 0.3440 -0.8726 1.8764 0.76 -0.74 3.30
H 4.3042 -3.8185 -0.4719 0.06 -0.12 -0.05
H 4.4768 -3.4472 1.2351 0.02 -0.07 0.04
H 5.3338 -2.4753 0.0449 0.03 0.02 -0.03
H 4.1799 -2.2794 -2.0316 -0.12 0.06 0.13
H 2.7914 -2.8539 3.1356 0.04 0.01 0.05
H 2.4098 -1.1414 3.3498 0.05 -0.08 0.03
H 4.0122 -1.6356 2.7326 -0.02 -0.01 0.01
N 2.9627 3.0590 0.3931 0.08 -0.09 -0.12
C 2.4765 1.9669 -0.2260 -0.02 -0.26 -0.23
N 1.2923 1.6055 0.2175 0.42 0.25 0.14
C 0.9809 2.5259 1.2061 0.31 0.54 0.25
C -0.1543 2.6004 2.0106 0.12 -0.07 -0.07
C -0.2142 3.6372 2.9179 -0.11 -0.19 0.00
C 0.8317 4.5614 3.0366 0.09 0.04 -0.10
C 1.9678 4.4921 2.2545 0.08 -0.05 -0.03
C 2.0321 3.4569 1.3265 -0.93 -0.22 0.37
H 3.8527 3.4984 0.2128 -0.06 -0.08 -0.06
H 3.0034 1.4426 -1.0040 0.16 -0.01 -0.05
H -0.9375 1.8451 1.9221 0.06 0.38 0.19
H -1.0712 3.7383 3.5654 -0.08 0.00 0.06
H 0.7408 5.3509 3.7660 0.03 0.07 0.05
H 2.7711 5.2022 2.3722 0.06 0.10 0.00
```
Forces are in eV/Å.

The HOMO-LUMO gap (alpha / beta) is 9.2 / 9.2 eV. The calculation puts the energy relative to the best compared isomer or geometry (same formula, charge and spin) at 0.0000 eV. As for the expectation value of S²: 12.686. As for the multiplicity: 7. Its charge is +2.


Entry from the Open Molecules 2025 dataset: C44H31F9GeLuN3OSe as an isolated structure at a distorted geometry (ωB97M-V/def2-TZVPD).

Geometry as XYZ:
```
91
Properties=species:S:1:pos:R:3:forces:R:3
Lu 0.0070 1.0189 -0.1938 -0.52 -1.10 -1.34
C -0.6621 -1.2165 0.9678 0.13 0.54 0.54
Ge -0.0129 -3.0078 1.0562 -1.06 -0.70 -0.86
C -1.3853 -4.1471 1.9266 0.40 1.66 0.64
C -2.4498 -3.5187 2.6020 0.53 0.72 -0.92
C -3.5536 -4.2210 3.0266 -0.44 0.28 -0.08
C -3.5377 -5.5970 2.9277 1.66 -0.49 0.52
C -2.2921 -6.2149 2.6413 -0.78 -0.08 -0.25
C -1.2226 -5.4954 2.0783 -1.14 -1.23 1.04
C 0.5972 -4.0236 -0.5382 0.64 1.06 -0.82
C -0.0926 -5.1005 -1.0312 -1.70 -0.27 0.88
C 0.4691 -5.9762 -1.9427 -0.17 -1.39 0.24
C 1.7262 -5.7106 -2.4363 0.08 -0.96 -1.42
C 2.2353 -4.4467 -2.3134 0.58 1.48 0.69
C 1.7332 -3.6624 -1.2987 -0.69 0.53 0.90
C 1.5779 -3.1166 2.0874 1.35 0.54 1.20
C 1.9985 -1.9802 2.7844 0.08 0.41 0.09
C 3.3368 -1.8349 3.1580 -0.47 -0.09 -0.16
C 4.2598 -2.8187 2.8337 -0.57 1.19 0.13
C 3.8637 -3.9363 2.1224 0.72 -0.71 1.09
C 2.5190 -4.1422 1.9015 -0.12 1.17 -0.20
H -0.8218 -0.8141 1.9872 0.08 -0.49 -0.23
H -2.3866 -2.4291 2.7382 -0.30 -0.45 -0.29
H -4.4337 -3.6962 3.4009 0.23 -0.12 -0.01
H -4.3860 -6.1548 3.2825 -0.11 -0.37 -0.03
H -2.1901 -7.2731 2.8580 0.00 -0.07 -0.25
H -0.2697 -5.9853 1.9018 -0.19 -0.05 -0.40
H -1.1065 -5.2133 -0.6182 0.41 -0.49 -0.43
H -0.0125 -6.9406 -2.2182 0.24 0.85 0.36
H 2.2739 -6.4836 -2.9701 -0.25 0.16 -0.41
H 2.9760 -3.9220 -2.9243 0.26 -1.00 0.11
H 2.2239 -2.7271 -1.1006 0.11 0.40 0.07
H 1.2769 -1.1865 3.0446 0.49 -0.40 -0.45
H 3.6993 -0.9129 3.6007 -0.20 -0.11 0.27
H 5.2365 -2.5963 3.2096 0.82 -0.43 -0.40
H 4.6317 -4.6741 1.8747 -0.46 -0.04 0.02
H 2.1651 -5.0659 1.5454 -0.17 -1.03 -0.94
C 3.9089 6.7263 -0.6226 1.41 1.12 -0.83
C 2.5350 6.8369 -0.4914 -0.41 -0.41 0.52
C 1.7274 5.7410 -0.7256 0.76 0.04 -0.28
C 2.3081 4.5108 -1.1273 -0.48 0.40 -0.11
C 3.6995 4.3610 -1.1474 0.91 1.62 -0.61
C 4.4968 5.5406 -1.0541 -0.63 -1.10 0.77
C 1.4937 3.3449 -1.4245 -0.18 -0.52 0.84
C 0.1630 3.1206 -1.3209 0.47 -0.88 -1.60
C -0.9114 3.9040 -1.8455 -0.48 1.64 1.55
C -0.7969 4.7009 -3.0099 -0.37 -0.55 0.46
C -1.9048 5.3702 -3.4991 -0.66 0.66 -0.08
C -3.1412 5.3350 -2.8179 1.78 -0.41 -0.71
C -3.2139 4.5853 -1.6557 -0.34 0.58 -0.74
C -2.1435 3.9367 -1.1406 1.33 -1.11 -0.13
H 4.5611 7.6303 -0.5138 -0.68 -0.85 0.00
H 2.0558 7.7439 -0.1414 0.22 0.14 -0.08
H 0.6651 5.8845 -0.5902 -0.14 -0.46 -0.20
H 4.1880 3.3912 -1.3273 -0.52 0.45 -0.09
H 5.5733 5.4946 -1.2394 -0.31 -0.04 0.22
H 2.1117 2.4640 -1.5745 0.27 -0.25 0.57
H 0.1659 4.7276 -3.4914 0.13 0.03 -0.29
H -1.8474 5.9800 -4.4185 0.14 -0.42 0.48
H -3.9663 5.8249 -3.2750 -0.74 0.25 -0.04
H -4.1400 4.4257 -1.1979 -1.41 0.12 0.81
H -2.2357 3.3383 -0.2277 -0.01 0.21 -0.40
Se -2.3262 -0.9988 0.1289 0.45 -0.54 -2.92
N -1.6230 0.0763 -1.3304 0.76 1.41 3.96
C -2.0422 -0.4543 -2.4474 -2.20 -0.67 -4.35
C -2.1202 0.2851 -3.6767 1.67 -0.17 2.69
C -2.3545 -0.3817 -4.8324 -0.90 -1.28 -2.54
C -2.8345 -1.6998 -4.8076 0.65 -0.19 0.30
C -2.9556 -2.4689 -3.6164 0.69 2.52 0.61
C -2.5661 -1.8358 -2.3890 0.75 1.56 -0.92
N -2.5800 -2.3281 -1.1373 -0.88 -1.14 1.97
H -1.6907 1.2882 -3.7215 -0.29 -0.08 0.29
H -2.1643 0.1202 -5.8187 -0.40 -0.51 0.98
H -2.9860 -2.2064 -5.7513 -0.24 -0.04 -0.14
H -3.4057 -3.4311 -3.6510 -0.08 -0.75 0.17
N 3.1853 -0.1549 -1.1072 -2.50 0.33 0.47
C 2.0454 0.0620 -0.8758 3.19 -0.43 -0.50
F -0.2879 0.3303 4.0690 -0.23 -0.13 -0.48
C -1.1569 1.3405 3.8636 0.22 -0.40 0.97
F -2.3553 0.8163 3.5541 0.88 0.62 0.45
F -1.2251 1.9115 5.1315 -0.41 0.10 -1.74
C -0.6324 2.2606 2.6930 -1.39 0.50 -1.63
O -1.0769 1.7826 1.4350 0.71 1.33 3.42
C 0.9109 2.3780 2.7011 0.39 0.57 -1.98
F 1.3885 3.4075 1.9017 -0.82 -0.88 1.23
F 1.4131 1.2814 2.0929 0.20 -0.27 0.46
F 1.4199 2.5254 3.8954 0.46 -0.08 0.70
C -1.1783 3.7283 2.8623 -0.94 1.37 0.55
F -2.5198 3.7807 3.0706 0.57 -0.68 -0.25
F -0.6857 4.4872 3.9331 0.17 -1.29 -1.33
F -0.9392 4.4018 1.7377 0.00 0.01 0.60
```
Forces are in eV/Å.

The HOMO-LUMO gap is 4.8 eV. Its charge is -2.


Entry from the Open Molecules 2025 dataset: C32H26BrN5O2PtS as an isolated structure at a distorted geometry (ωB97M-V/def2-TZVPD).

Geometry as XYZ:
```
68
Properties=species:S:1:pos:R:3:forces:R:3
Pt -0.2934 0.9833 0.0612 -1.10 0.68 -0.95
O 1.0523 2.9387 1.9949 -0.03 0.20 -0.08
C 0.2888 4.0581 2.1037 -0.15 0.38 -0.16
C 0.2943 4.7285 3.3228 0.02 -0.09 0.08
C -0.3895 5.9209 3.4733 -0.02 0.00 -0.01
C -1.0968 6.4593 2.4075 -0.15 0.09 -0.03
C -1.1372 5.7727 1.2059 0.08 -0.05 -0.03
C -0.4578 4.5716 1.0276 0.27 -0.34 -0.04
C -0.6025 3.8598 -0.3343 -0.35 -0.04 0.74
O 0.3655 2.9310 -0.6585 -0.17 -1.57 0.99
N -1.9380 3.2278 -0.3861 0.21 0.30 -0.53
N -2.0687 1.9335 -0.1303 0.33 -0.35 0.16
C -3.2259 1.3785 -0.1169 -0.38 0.18 -0.01
C -3.4558 -0.0176 0.1232 0.22 -0.13 0.10
Br -1.8973 -1.1206 0.2982 1.23 0.52 -0.06
C -4.6404 -0.6223 0.1840 -0.16 -0.18 0.03
C -5.9659 0.0127 0.1046 -0.15 0.04 -0.01
C -6.9689 -0.6327 -0.6225 0.03 -0.05 -0.07
C -8.2368 -0.0856 -0.7248 -0.04 0.05 -0.01
C -8.5341 1.1121 -0.0860 0.07 -0.03 0.03
C -7.5581 1.7421 0.6727 0.02 0.04 -0.04
C -6.2845 1.2004 0.7654 0.07 -0.02 0.08
H 1.1566 2.8118 1.0347 0.15 -0.20 -0.11
H 0.8624 4.2970 4.1391 0.00 0.05 -0.06
H -0.3574 6.4451 4.4199 0.01 -0.03 0.00
H -1.6100 7.4078 2.5082 0.01 -0.06 0.02
H -1.7021 6.1825 0.3719 0.06 0.03 0.03
H -0.6760 4.6457 -1.0948 0.30 -0.02 -0.14
H -2.7657 3.7921 -0.4760 -0.17 -0.02 0.08
H -4.1000 1.9852 -0.3276 0.01 0.07 -0.01
H -4.6446 -1.7048 0.2782 0.00 0.05 -0.01
H -6.7422 -1.5655 -1.1286 -0.02 0.04 0.06
H -8.9986 -0.5961 -1.3007 0.04 0.02 0.00
H -9.5223 1.5467 -0.1667 0.01 -0.04 0.01
H -7.7870 2.6568 1.2052 -0.01 -0.02 -0.02
H -5.5459 1.6821 1.3967 -0.03 -0.04 -0.02
S 1.1449 -2.8698 -0.1920 -0.24 0.15 -0.05
C 1.4261 -4.6026 -0.1423 -0.06 0.04 -0.05
C 1.5205 -5.2882 1.0783 0.05 -0.17 -0.19
C 1.8376 -6.6408 1.1131 -0.02 0.09 0.06
C 2.0620 -7.3476 -0.0619 -0.04 -0.04 -0.01
C 1.9189 -6.6938 -1.2795 0.00 0.10 -0.05
C 1.6012 -5.3414 -1.3230 0.05 -0.16 0.20
H 1.3523 -4.7380 1.9963 0.03 -0.01 -0.02
H 1.9124 -7.1511 2.0691 0.02 0.06 -0.05
H 2.3402 -8.3945 -0.0297 -0.06 0.02 0.00
H 2.0573 -7.2444 -2.2055 0.02 0.06 0.05
H 1.4929 -4.8318 -2.2731 0.02 -0.01 0.02
N 8.6875 -2.4440 -4.3017 -0.18 0.08 0.14
C 7.8148 -2.1056 -3.6323 0.10 -0.03 -0.07
C 6.7187 -1.6836 -2.7973 -0.01 -0.02 -0.05
C 5.4067 -1.9348 -3.1923 0.04 0.00 -0.06
C 4.3535 -1.5447 -2.3874 -0.19 -0.04 -0.04
C 4.6078 -0.8909 -1.1893 -0.05 -0.10 -0.05
C 5.9120 -0.6313 -0.7932 -0.01 0.07 0.10
C 6.9655 -1.0286 -1.5942 0.09 -0.04 0.00
N 3.5227 -0.4879 -0.3697 0.26 0.24 0.17
C 3.5340 -0.3299 1.0098 0.12 -0.18 -0.13
C 2.2878 0.0386 1.3653 -0.14 0.04 -0.03
N 1.5184 0.1224 0.2204 0.09 0.70 0.02
C 2.2854 -0.2020 -0.7986 -0.11 -0.22 0.05
H 5.2170 -2.4453 -4.1273 -0.01 0.00 0.05
H 3.3340 -1.7716 -2.6745 0.05 -0.09 0.07
H 6.1053 -0.1078 0.1332 0.02 0.01 -0.02
H 7.9850 -0.8291 -1.2932 -0.02 0.00 0.01
H 4.4034 -0.5258 1.6117 -0.05 -0.07 -0.08
H 1.8845 0.2371 2.3427 -0.01 0.04 -0.07
H 1.9732 -0.2299 -1.8272 0.02 0.04 0.04
```
Forces are in eV/Å.

The HOMO-LUMO gap is 4.7 eV. The calculation puts the energy relative to the best compared isomer or geometry (same formula, charge and spin) at 3.0097 eV. Its charge is 0.


no.,total energy (Eh)
1,-2389.65811
2,-8547.45235
3,-4750.69043